# 1
The following is a DFT calculation (wB97M-V/def2-TZVPD) of C20H28F3InO2 as an isolated structure in a non-equilibrium geometry.

HOMO, eV: -7.94
F_max, Eh/bohr: 0.0497

The geometry in XYZ format:
```
54
Properties=species:S:1:pos:R:3:forces:R:3:nbo_charge:R:1
C -7.5359 4.5176 -0.8095 0.182 -0.049 0.216 -0.63
C -7.9527 1.3947 -0.7052 0.349 -0.796 -0.060 -0.06
C 0.0507 2.0383 1.6656 1.007 -0.020 -0.223 -0.28
H -9.8655 2.2344 -0.0243 -0.049 0.167 -0.415 0.21
H -8.1744 0.5128 -0.0920 0.099 0.073 -0.277 0.19
H 2.1033 2.7109 1.1245 -0.133 -0.066 -0.090 0.22
H -3.7233 -1.1826 -1.5187 -0.026 -0.001 0.507 0.17
H -0.5611 2.9279 1.5209 0.193 -0.310 -0.115 0.23
H -1.4093 0.6045 2.6620 0.326 0.093 -0.097 0.27
F -1.2667 -2.8105 1.5258 0.360 -0.372 -0.333 -0.38
H -2.5999 1.7668 -0.6506 -0.142 -0.266 0.315 0.19
O -6.9309 2.2169 -0.0281 -2.514 0.341 -0.298 -0.56
C -9.0305 2.4649 -0.6899 0.988 0.053 0.391 -0.47
H -4.2999 -1.8419 0.0675 0.216 0.480 -0.220 0.21
In -0.5343 -0.2396 0.1795 0.045 -0.949 -0.270 1.50
C 1.8707 0.6396 1.9131 -1.268 -0.261 0.542 -0.26
H -7.6601 1.0957 -1.7218 0.191 0.015 0.381 0.18
H -5.2908 2.1791 -0.8086 0.218 -0.325 -0.252 0.27
C -0.4806 0.8583 -2.4288 0.130 0.115 0.032 -0.30
H -8.4027 5.1944 -0.8264 0.274 -0.138 -0.051 0.22
H 1.7986 -1.4468 -1.4826 -0.287 0.418 0.186 0.25
H -9.3039 2.8476 -1.6755 -0.253 -0.161 0.268 0.21
H 2.8999 0.2958 1.9734 -0.292 -0.027 -0.224 0.23
H -6.6933 5.0439 -0.3523 -0.018 0.000 -0.091 0.22
C -4.1307 -0.9225 -0.5194 0.151 -0.193 -0.256 -0.06
H -7.2785 4.2485 -1.8374 0.007 0.022 0.088 0.21
H -8.6693 2.7735 1.9479 -0.002 0.109 0.038 0.21
C 0.7309 -0.0990 2.3342 0.999 1.183 0.395 -0.36
C 1.2143 -0.5369 -1.6427 0.159 0.727 -0.249 -0.37
H -6.0615 -0.3818 -1.4334 0.299 -0.048 0.048 0.22
C -0.4440 -2.4799 0.4649 -0.567 0.090 0.044 0.60
C 0.6595 1.6368 -2.1686 -0.066 -0.079 -0.502 -0.31
H -0.7586 -1.3952 -2.3662 0.214 0.358 0.112 0.27
H -3.6290 1.8520 0.8174 0.049 -0.268 -0.254 0.19
C -3.4595 1.3095 -0.1274 0.239 0.167 0.039 -0.08
H 0.7595 2.7088 -2.3577 -0.130 -0.433 0.210 0.22
C 1.6975 0.7938 -1.7052 -0.207 -0.624 -0.231 -0.27
C -0.1802 -0.5142 -2.0795 0.037 0.515 0.121 -0.50
C -5.3493 -0.0331 -0.6805 0.099 0.036 0.264 -0.44
H -7.5170 4.1285 1.9548 -0.053 0.011 0.068 0.21
C -8.3415 3.6651 1.4090 0.321 0.102 -0.001 -0.62
H -1.4158 1.1792 -2.9060 0.466 -0.073 0.415 0.22
O -3.1876 -0.0813 0.1967 0.540 -0.108 -0.226 -0.56
H 2.7221 1.1038 -1.4833 -0.506 -0.122 0.059 0.22
C -4.6836 1.3054 -1.0174 0.260 0.070 -0.188 -0.45
H -9.1728 4.3804 1.3343 0.190 -0.199 0.153 0.21
C -0.4408 0.7746 2.1877 0.358 -0.361 -0.543 -0.53
F 0.7464 -3.1224 0.6864 -0.736 0.334 -0.124 -0.36
F -1.0016 -3.0887 -0.6480 0.265 -0.194 0.587 -0.38
H 0.7306 -1.0595 2.8460 -0.042 0.196 -0.354 0.25
C -7.9151 3.2903 0.0038 -1.168 1.041 0.142 0.28
H -4.3928 1.3315 -2.0660 0.116 -0.162 -0.165 0.19
C 1.4478 1.9298 1.4844 -0.961 -0.207 0.663 -0.29
H -5.8707 0.0209 0.2828 0.073 0.093 -0.174 0.21
```
Forces are in eV/Å.

# 2
The following is a DFT calculation (wB97M-V/def2-TZVPD) of C28H43IN6PZr as an isolated structure.

Net charge: +1
HOMO, eV: -11.03
F_max, Eh/bohr: 0.0178

The geometry in XYZ format:
```
80
Properties=species:S:1:pos:R:3:forces:R:3:lowdin_charge:R:1
H -1.6045 2.2120 -1.8191 -0.017 0.036 0.017 0.10
H -5.1706 -4.0509 -0.7307 -0.005 0.001 0.011 0.12
H -4.0658 -0.2811 -1.2721 -0.023 0.050 0.043 0.11
H -2.8359 -4.8564 -0.6713 -0.005 0.008 -0.006 0.12
I 1.6382 -3.5467 -1.8948 0.028 0.223 0.000 0.19
H 1.5788 0.2627 1.4569 -0.036 0.058 -0.007 0.13
N -0.5216 -0.6845 -1.3227 0.472 0.181 0.349 -0.42
Zr 1.4542 -0.7423 -1.8092 -0.514 -0.738 -0.158 1.32
C 4.8105 -1.7173 -1.2743 -0.074 -0.003 -0.103 -0.20
C 7.2094 -0.7935 1.5192 0.037 0.009 0.032 -0.07
N -2.4566 -1.6550 0.2542 0.065 0.241 -0.132 -0.21
H -1.4644 -2.9907 -1.0101 -0.030 -0.030 0.041 0.06
H 1.3927 2.6504 1.9643 -0.004 -0.013 0.006 0.12
C 0.1411 1.6234 3.4085 -0.008 0.011 0.051 -0.19
C -0.7234 -0.5344 2.5162 -0.045 -0.047 -0.074 -0.18
H -5.4401 -2.7516 1.2456 0.004 -0.012 0.000 0.12
H -3.2903 -4.4057 0.9558 -0.006 0.010 0.008 0.12
P -1.5165 -0.3720 -0.0979 -0.043 0.024 -0.339 0.72
H -1.5195 -1.2742 2.5122 -0.022 0.058 0.000 0.09
C -3.9266 0.7280 -0.8813 -0.063 -0.198 -0.129 -0.19
C -4.2820 1.7510 -1.9486 0.017 -0.009 0.024 -0.17
C 5.0936 -1.3901 2.4831 -0.002 0.000 0.024 -0.08
H -4.5931 0.8492 -0.0208 0.001 0.019 -0.016 0.12
C 1.4172 2.4841 -2.6003 -0.185 -0.049 -0.045 -0.15
H 5.5895 -1.6919 -2.0395 0.017 -0.010 0.050 0.13
H 0.1763 -1.0441 2.8821 -0.007 0.002 -0.012 0.13
C -2.9144 3.2900 -0.4786 0.034 0.039 0.008 -0.16
H -0.0793 2.5028 4.0136 -0.006 0.012 -0.007 0.12
H 4.4691 -1.5389 3.3545 0.002 0.000 0.012 0.10
C 5.3902 -1.4778 0.0920 0.030 -0.029 0.041 -0.24
H -0.9361 -1.6023 -3.2138 -0.052 0.036 0.027 0.03
C 0.6948 0.8136 1.0959 0.179 -0.114 -0.125 -0.22
H -2.4268 4.2606 -0.5754 -0.006 -0.002 -0.013 0.12
C 6.7025 -1.0538 0.2529 -0.038 0.024 -0.049 -0.05
H -1.1928 -3.3053 0.6998 -0.030 -0.008 -0.019 0.12
H 8.2348 -0.4670 1.6307 0.001 -0.001 0.009 0.11
C 3.3312 1.5818 -2.0340 0.197 0.145 0.051 -0.34
C -1.9529 -3.0141 -0.0354 0.197 -0.007 -0.018 -0.19
H -1.0127 2.3156 -0.1699 -0.080 -0.029 -0.069 0.08
N -0.4434 -0.1030 1.1372 -0.323 -0.008 0.079 -0.19
C 3.5523 2.9458 -2.1247 -0.064 -0.185 -0.019 -0.01
N 2.0052 1.2862 -2.3219 0.092 0.009 0.041 -0.15
H -5.0298 3.4906 -0.8963 -0.007 -0.021 0.010 0.11
C -4.1252 3.1815 -1.4213 0.010 0.025 -0.046 -0.18
H 7.3384 -0.9311 -0.6162 -0.002 -0.010 -0.015 0.11
H 2.1208 4.5630 -2.6640 -0.022 0.021 -0.012 0.10
H 3.5736 -2.0150 1.1085 0.017 -0.004 -0.027 0.10
H -0.3214 2.6564 1.5792 0.041 -0.033 0.047 0.10
C -3.6207 -1.6260 1.1427 -0.033 0.075 0.178 -0.20
C -1.0343 0.6500 3.4171 -0.003 -0.020 0.056 -0.17
C 4.2134 0.5168 -1.7036 0.180 0.228 -0.002 -0.09
H -0.8906 0.2235 -3.2308 -0.030 -0.073 -0.016 0.04
H 1.0109 1.1401 3.8652 -0.001 -0.021 0.005 0.12
H -3.3675 -2.1735 2.0583 -0.028 0.013 -0.036 0.12
C 2.3212 3.5200 -2.4885 -0.043 0.006 -0.009 -0.06
C 6.4056 -0.9566 2.6344 -0.007 0.002 0.038 -0.08
N -2.5215 0.8848 -0.4565 0.112 -0.331 0.394 -0.17
C -1.9143 2.1833 -0.7677 0.122 0.070 0.004 -0.21
H 4.3297 -2.6908 -1.3280 0.019 0.011 0.006 0.02
H -1.2355 0.2963 4.4300 0.016 0.005 -0.003 0.12
H -5.4703 -1.5286 -0.0040 0.021 -0.008 -0.004 0.10
H 6.8002 -0.7581 3.6218 0.002 0.001 0.005 0.11
H 4.4861 3.4563 -1.9558 0.035 -0.011 0.006 0.12
C 4.5913 -1.6502 1.2200 -0.039 -0.022 0.025 -0.05
C -3.1143 -4.0078 -0.0468 -0.006 -0.052 -0.016 -0.17
H -3.2250 3.1955 0.5652 -0.013 0.004 -0.006 0.12
C -4.3783 -3.3250 -0.5523 -0.043 -0.018 -0.007 -0.18
H -3.6431 1.5862 -2.8194 0.015 0.015 -0.005 0.11
H -5.3043 1.5709 -2.2816 -0.007 -0.001 0.013 0.12
C -0.5405 -0.6968 -2.7588 -0.024 0.200 -0.166 -0.33
H -4.0108 3.8638 -2.2648 0.008 0.004 0.012 0.11
H 0.8945 1.1184 0.0597 -0.055 0.127 0.050 0.07
H 0.3773 2.5240 -2.8854 0.010 0.033 -0.007 0.09
H -4.1687 -2.8482 -1.5141 0.009 0.006 -0.003 0.11
H -1.9425 1.1471 3.0611 0.002 0.008 -0.016 0.12
C 0.4872 2.0403 1.9833 0.099 0.069 -0.059 -0.17
H 5.2615 0.7584 -1.5231 0.001 -0.022 -0.009 0.15
C -4.8353 -2.2783 0.4698 -0.048 0.019 0.009 -0.17
N 3.7880 -0.6974 -1.6125 0.040 0.055 0.039 -0.13
H -3.8183 -0.5965 1.4466 -0.035 -0.054 -0.016 0.11
```
Forces are in eV/Å.

Results for energy relative to the best compared isomer or geometry (same formula, charge and spin): 0.0, 3.9 (in kcal/mol, following the order of the records).